13
Properties=species:S:1:pos:R:3:mulliken_charge:R:1 method="wB97M-V/def2-TZVPD" gap_ev=10.54 homo_ha=-0.3464 smiles="ON=C1CCC1" e_above_lowest_kcal_mol=69.09 charge=0
O -1.354 -0.304 -2.295 -0.38
N -1.121 -1.003 -1.115 -0.57
C -0.425 -0.338 -0.295 0.37
C 0.308 0.987 -0.228 -0.44
C 0.795 0.575 1.191 -0.46
C 0.174 -0.833 0.994 -0.44
H -1.788 -0.974 -2.839 0.37
H 1.104 1.062 -0.977 0.24
H -0.307 1.889 -0.283 0.28
H 1.876 0.587 1.349 0.27
H 0.322 1.152 1.992 0.24
H 0.920 -1.588 0.739 0.20
H -0.501 -1.211 1.768 0.30